Entry from OMol25: a 2-piece molecular cluster, C4H11S2 overall in a non-equilibrium geometry (ωB97M-V with the def2-TZVPD basis set).

Results
Charge = -1
Relative energy (zero: lowest compared OMol25 entry of this formula, charge and spin) = 93.7 kJ/mol
Calculated total energy = -955.367231 hartree
Gap between HOMO and LUMO = 5.7 eV

The geometry in XYZ format:
```
17
Properties=species:S:1:pos:R:3:forces:R:3
S -1.868 2.277 -0.396 0.2085 -0.1705 -0.4888
H 0.572 2.298 -0.072 -0.4724 -0.0276 -0.8832
H 2.354 -2.417 0.833 -0.1145 0.0965 0.4073
H 0.306 -3.139 0.100 -0.7558 -0.3662 -0.3722
C -1.577 0.499 -0.842 0.7166 0.6765 0.3916
H 1.543 -1.114 1.870 0.4454 -1.0326 0.4864
S 2.088 -0.136 -0.037 -0.5246 -0.7663 -0.5214
H 0.003 3.915 -0.395 -0.6678 -0.1326 0.0668
H -1.501 0.302 -1.906 0.2967 0.4867 -0.2963
C 1.561 -1.671 0.929 0.0155 1.9893 0.3226
H 0.080 2.859 -1.768 0.1656 -0.4436 -0.0715
H -0.635 -1.647 0.628 0.1900 -0.0837 -0.5457
H -0.037 -2.718 1.818 -0.0343 -0.6051 -0.0660
H -0.593 0.384 -0.351 -0.3955 -0.8740 -0.4322
C 0.183 -2.344 0.816 0.8043 0.7017 0.3755
H -2.336 -0.220 -0.521 0.0080 0.5361 0.6671
C -0.144 2.871 -0.707 0.1143 0.0153 0.9599
```
Positions in Å, forces in eV/Å.